Entry 1:
110
Properties=species:S:1:pos:R:3:lowdin_charge:R:1 method="wB97M-V/def2-TZVPD" molar_mass_da=770.06 total_energy_ha=-4459.81289 charge=+1 homo_energy_ev=-10.87 multiplicity=1
Ba -5.63 1.40 -21.30 1.835
Br -4.08 3.05 -18.92 -0.030
C -3.20 5.19 -22.36 -0.063
C -4.70 5.02 -22.22 -0.314
O -5.08 3.72 -22.59 -0.279
H -2.68 4.50 -21.70 0.063
H -2.89 6.20 -22.12 0.090
H -2.94 4.97 -23.40 0.074
H -5.20 5.75 -22.86 0.130
H -5.01 5.11 -21.18 0.079
H -5.23 3.82 -23.53 0.093
C -7.53 5.35 -19.78 -0.050
C -8.32 4.04 -19.99 -0.277
O -7.80 3.28 -21.06 -0.226
H -8.08 6.02 -19.11 0.083
H -7.41 5.90 -20.72 0.082
H -6.55 5.11 -19.37 0.047
H -9.32 4.30 -20.33 0.120
H -8.40 3.36 -19.15 0.097
H -7.95 3.79 -21.86 0.087
C -1.52 1.97 -23.17 -0.054
C -2.42 0.83 -23.70 -0.279
O -3.78 1.01 -23.34 -0.229
H -1.51 1.88 -22.09 0.060
H -1.74 2.99 -23.49 0.064
H -0.46 1.82 -23.40 0.088
H -1.98 -0.12 -23.38 0.102
H -2.23 0.82 -24.77 0.121
H -4.26 0.95 -24.18 0.087
C -6.05 8.16 -17.35 -0.090
C -4.77 8.97 -17.67 -0.301
O -4.33 8.64 -18.97 -0.096
H -6.88 8.38 -18.01 0.064
H -6.40 8.43 -16.35 0.064
H -5.90 7.08 -17.35 0.052
H -3.96 8.84 -16.96 0.088
H -5.03 10.03 -17.58 0.107
H -3.80 7.84 -18.87 -0.004
C -2.01 2.89 -13.83 -0.060
C -2.31 2.90 -15.33 -0.287
O -3.73 2.91 -15.48 -0.148
H -2.40 2.03 -13.28 0.085
H -2.46 3.80 -13.43 0.066
H -0.93 2.95 -13.69 0.080
H -1.90 1.98 -15.75 0.090
H -1.91 3.78 -15.83 0.101
H -3.94 2.68 -16.39 -0.045
C -1.34 7.78 -18.79 -0.058
C -1.82 6.33 -18.50 -0.299
O -3.15 6.30 -18.89 -0.138
H -1.76 8.57 -18.17 0.072
H -1.53 8.07 -19.83 0.077
H -0.26 7.85 -18.71 0.074
H -1.68 6.07 -17.45 0.096
H -1.20 5.61 -19.04 0.102
H -3.42 5.38 -18.92 -0.064
C -2.40 -1.70 -20.88 -0.050
C -2.94 -0.52 -20.00 -0.304
O -4.33 -0.71 -19.94 -0.249
H -1.32 -1.67 -21.03 0.080
H -2.78 -1.54 -21.90 0.049
H -2.69 -2.70 -20.57 0.083
H -2.65 0.45 -20.42 0.073
H -2.51 -0.67 -19.01 0.109
H -4.41 -1.23 -19.14 0.034
C -8.32 1.06 -17.59 -0.084
C -8.41 0.48 -18.94 -0.302
O -7.13 0.11 -19.47 -0.262
H -7.59 1.87 -17.56 0.078
H -7.94 0.30 -16.91 0.074
H -9.28 1.37 -17.18 0.100
H -8.91 1.24 -19.54 0.102
H -9.10 -0.37 -18.98 0.128
H -6.80 -0.63 -18.96 0.049
C 0.01 2.48 -18.48 -0.085
C 0.08 1.29 -17.57 -0.354
O 1.05 0.38 -17.98 -0.063
H -0.66 3.23 -18.07 0.047
H -0.30 2.15 -19.47 0.067
H 0.94 3.03 -18.60 0.082
H -0.89 0.79 -17.52 0.095
H 0.34 1.60 -16.56 0.108
H 1.83 0.90 -18.20 0.084
C -4.80 -0.38 -16.65 -0.055
C -5.45 -1.77 -16.81 -0.271
O -5.57 -2.23 -18.15 -0.084
H -4.77 0.01 -15.64 0.088
H -5.39 0.30 -17.27 0.046
H -3.81 -0.34 -17.11 0.065
H -6.42 -1.72 -16.31 0.110
H -4.89 -2.49 -16.21 0.118
H -6.06 -3.05 -18.15 0.118
C -7.11 3.79 -14.60 -0.081
C -6.54 2.61 -13.80 -0.281
O -5.34 3.11 -13.18 -0.102
H -8.03 3.48 -15.10 0.054
H -6.39 4.08 -15.37 0.058
H -7.35 4.69 -14.02 0.077
H -6.41 1.70 -14.39 0.088
H -7.20 2.33 -12.98 0.106
H -4.72 3.18 -13.91 0.003
C -3.69 6.34 -15.00 -0.076
C -2.74 7.09 -14.05 -0.279
O -2.28 8.30 -14.65 -0.079
H -4.14 5.47 -14.53 0.055
H -3.31 5.85 -15.90 0.052
H -4.49 6.99 -15.34 0.055
H -1.97 6.36 -13.80 0.104
H -3.33 7.36 -13.17 0.114
H -2.91 8.99 -14.46 0.080

Entry 2:
115
Properties=species:S:1:pos:R:3:lowdin_charge:R:1 method="wB97M-V/def2-TZVPD" molar_mass_da=658.85 total_energy_ha=-2325.25274 charge=+1 homo_energy_ev=-11.48 multiplicity=1
C -0.85 1.82 0.93 -0.043
C -0.61 1.43 -0.36 -0.013
C 0.70 1.68 -0.80 0.017
C 1.57 2.26 0.12 -0.262
C 2.96 2.47 -0.36 -0.147
C 3.75 1.51 -0.93 0.044
N 4.96 2.13 -1.20 0.138
C 4.91 3.39 -0.81 -0.040
N 3.70 3.62 -0.30 0.185
N 1.34 2.65 1.37 0.133
C 0.10 2.41 1.76 -0.131
H -1.83 1.66 1.35 0.100
H -1.35 0.97 -0.99 0.101
H 1.04 1.40 -1.78 0.117
H 3.48 0.49 -1.11 0.124
H 5.75 1.66 -1.61 0.185
H 5.71 4.10 -0.89 0.161
H 3.38 4.49 0.10 0.169
H -0.17 2.68 2.77 0.119
C 0.87 5.85 -1.16 -0.126
O -0.16 5.39 -0.29 -0.124
H 0.51 6.76 -1.65 0.090
H 1.78 6.09 -0.60 0.069
H 1.09 5.10 -1.93 0.080
H 0.16 4.59 0.14 0.047
C -3.41 3.44 3.79 -0.133
O -3.82 2.51 2.79 -0.147
H -2.64 2.97 4.39 0.064
H -2.99 4.35 3.33 0.080
H -4.24 3.72 4.44 0.083
H -4.50 2.94 2.27 0.057
C -2.32 2.66 -4.06 -0.136
O -2.26 1.46 -3.26 -0.151
H -2.08 3.50 -3.41 0.069
H -1.59 2.61 -4.87 0.080
H -3.32 2.79 -4.46 0.087
H -2.48 0.73 -3.84 0.079
C 0.44 -2.29 -1.68 -0.118
O 1.17 -1.48 -2.60 -0.138
H 1.11 -2.61 -0.88 0.053
H -0.38 -1.70 -1.25 0.080
H 0.04 -3.17 -2.18 0.064
H 0.56 -1.23 -3.30 0.081
C -3.49 3.63 -0.78 -0.122
O -4.53 3.15 0.08 -0.125
H -3.87 4.51 -1.29 0.080
H -2.61 3.88 -0.20 0.066
H -3.25 2.86 -1.52 0.054
H -4.18 2.36 0.51 0.051
C 2.88 -1.56 1.45 -0.119
O 3.49 -1.42 0.15 -0.140
H 3.60 -1.25 2.19 0.079
H 1.99 -0.93 1.52 0.073
H 2.60 -2.60 1.63 0.060
H 2.85 -1.70 -0.51 0.033
C -0.33 -0.07 4.76 -0.128
O 1.00 0.04 4.23 -0.132
H -0.26 -0.66 5.67 0.080
H -0.74 0.91 4.99 0.072
H -0.98 -0.59 4.05 0.082
H 0.95 0.56 3.43 0.036
C -1.79 -6.18 -2.18 -0.127
O -1.68 -4.77 -2.01 -0.140
H -0.80 -6.57 -2.44 0.076
H -2.12 -6.66 -1.25 0.068
H -2.49 -6.42 -2.98 0.084
H -2.55 -4.44 -1.78 0.079
C -3.14 7.55 0.01 -0.153
O -2.47 6.66 0.91 -0.143
H -4.14 7.72 0.39 0.073
H -2.62 8.50 -0.06 0.076
H -3.22 7.10 -0.98 0.067
H -1.60 6.51 0.53 0.024
C -6.73 5.83 -0.64 -0.150
O -5.99 6.63 -1.55 -0.139
H -6.05 5.49 0.14 0.066
H -7.53 6.41 -0.18 0.078
H -7.15 4.96 -1.15 0.080
H -6.59 6.93 -2.24 0.073
C -2.56 -8.49 1.41 -0.159
O -3.84 -7.99 1.04 -0.132
H -1.89 -8.32 0.58 0.063
H -2.17 -7.97 2.29 0.076
H -2.60 -9.56 1.61 0.079
H -4.44 -8.14 1.78 0.071
C 2.92 -3.18 -5.08 -0.168
O 2.12 -2.78 -6.19 -0.122
H 2.78 -2.45 -4.29 0.052
H 2.60 -4.16 -4.71 0.076
H 3.98 -3.21 -5.36 0.077
H 2.24 -3.43 -6.89 0.064
C 1.54 1.05 8.42 -0.160
O 2.49 0.22 7.76 -0.122
H 1.94 1.28 9.40 0.078
H 1.40 1.98 7.87 0.074
H 0.58 0.54 8.54 0.073
H 2.15 0.01 6.88 0.045
C 4.09 -6.34 -6.91 -0.148
O 3.27 -5.88 -7.99 -0.126
H 3.97 -5.62 -6.10 0.051
H 3.77 -7.32 -6.56 0.081
H 5.14 -6.37 -7.20 0.081
H 3.36 -6.50 -8.71 0.075
C 2.05 -5.28 0.49 -0.164
O 1.70 -6.26 -0.47 -0.113
H 2.82 -5.70 1.13 0.084
H 2.44 -4.38 0.00 0.056
H 1.18 -5.01 1.10 0.081
H 1.02 -5.89 -1.04 0.049
C 3.35 -3.52 4.50 -0.148
O 3.43 -2.10 4.58 -0.132
H 4.34 -3.90 4.28 0.083
H 3.01 -3.94 5.45 0.081
H 2.67 -3.83 3.71 0.060
H 2.55 -1.76 4.77 0.045